Record 1
The following is a quantum chemistry calculation of 3 unconnected molecules or ions with the total composition CH8NO3, from OMol25.

Geometry as XYZ:
```
13
Properties=species:S:1:pos:R:3:forces:R:3
N -0.318 -0.049 -1.861 -3.2 -0.8 2.2
C -0.800 0.128 -0.458 0.0 3.4 -0.8
O 0.017 -0.092 0.532 3.1 -1.3 1.0
H 0.075 0.685 -2.317 1.5 2.3 -1.0
H 0.077 -0.913 -2.036 1.1 -1.8 -0.3
H -1.039 1.312 -0.387 -0.6 -1.7 -0.8
H -1.669 -0.474 -0.274 -1.3 -0.3 -0.7
H -0.331 0.568 1.932 -0.8 0.3 -0.2
H -1.578 1.456 1.858 0.5 -0.3 0.5
O -0.962 1.100 2.526 -0.1 0.3 -0.1
H 1.443 -0.821 0.053 0.5 -0.5 0.7
H 2.877 -1.409 0.494 4.1 1.0 3.9
O 2.208 -1.493 -0.063 -4.8 -0.6 -4.5
```
Forces are in eV/Å.

## Properties
Charge: -1
E_tot, hartree: -323.36889
M, u: 82.08
HOMO energy, eV: -3.57
Max |F|, hartree/bohr: 0.128
Lowest unoccupied orbital energy, hartree: 0.16209



Record 2
The following is a quantum chemistry calculation of 2 unconnected molecules or ions with the total composition CH8NOSi, from OMol25.

Geometry as XYZ:
```
12
Properties=species:S:1:pos:R:3:forces:R:3
C 0.569 0.497 -0.041 1.9 3.7 2.6
N 1.731 -0.476 -0.015 -0.2 -0.4 0.1
O -0.505 -0.069 0.444 0.4 -0.4 0.3
Si -2.141 -0.095 -0.017 0.3 -0.1 0.0
H 0.496 0.992 -1.007 0.1 -0.1 -0.1
H 1.191 1.651 0.959 -1.7 -2.9 -2.6
H 1.567 -1.269 -0.656 0.1 0.2 0.2
H 1.798 -0.850 0.945 0.1 0.1 -0.4
H 2.615 -0.013 -0.260 -0.2 -0.1 0.1
H -2.131 0.209 -1.449 -0.1 0.0 -0.2
H -2.388 -1.492 0.303 -0.5 -0.1 0.0
H -2.802 0.914 0.793 -0.3 0.1 0.1
```
Forces are in eV/Å.

## Properties
Charge: +1
E_tot, hartree: -462.06038
M, u: 78.17
HOMO energy, eV: -14.80
Max |F|, hartree/bohr: 0.096
Lowest unoccupied orbital energy, hartree: -0.14302



Record 3
The following is a quantum chemistry calculation of 3 unconnected molecules or ions with the total composition CH8O2S2, from OMol25.

Geometry as XYZ:
```
13
Properties=species:S:1:pos:R:3:forces:R:3
C -1.477 -0.310 1.226 -0.4 -0.2 -0.3
S -1.761 1.410 0.711 0.2 -0.2 0.3
S -1.706 1.049 -1.307 0.2 0.5 -0.7
H -0.472 -0.699 1.065 0.1 0.4 0.2
H -2.132 -0.944 0.629 -0.1 0.0 0.1
H -1.813 -0.370 2.259 0.3 -0.1 0.1
H -0.909 2.082 -1.694 -0.2 -0.4 0.3
H 2.286 -2.258 -0.676 -0.4 0.0 0.1
H 1.012 -1.782 -1.364 0.0 -0.1 0.2
O 1.319 -2.271 -0.588 0.3 0.2 -0.3
H 2.146 1.817 -0.651 0.2 0.3 -0.3
H 1.300 0.978 0.238 0.1 -0.1 0.3
O 2.208 1.300 0.152 -0.4 -0.2 0.0
```
Forces are in eV/Å.

## Properties
E_tot, hartree: -989.73269
M, u: 116.21
Structure (SMILES): CSS.O.O
HOMO energy, eV: -8.75
Max |F|, hartree/bohr: 0.017
Lowest unoccupied orbital energy, hartree: 0.01011



Record 4
The following is a quantum chemistry calculation of 4 unconnected molecules or ions with the total composition CH8O4, from OMol25.

Geometry as XYZ:
```
13
Properties=species:S:1:pos:R:3:forces:R:3
O 3.452 -2.245 0.371 1.5 1.4 2.7
C 4.045 -1.544 1.204 0.2 -0.8 -2.2
H 4.933 -1.814 1.874 -1.2 -0.7 -0.7
H 3.918 -0.453 1.207 -0.6 0.1 0.1
H -1.915 1.186 -0.243 0.4 0.4 1.7
H -2.115 0.456 1.099 1.0 1.8 -0.6
O -1.701 1.305 0.733 -1.4 -2.2 -1.1
H 1.402 -1.678 -0.572 0.6 -0.3 0.3
H 0.518 -0.850 -1.481 -0.1 -1.1 0.7
O 0.523 -1.682 -0.945 -0.4 1.3 -1.0
H -4.479 2.435 -0.272 0.2 -0.1 -1.1
H -4.140 2.798 -1.785 -0.2 -0.3 0.7
O -4.441 2.087 -1.191 0.1 0.3 0.5
```
Forces are in eV/Å.

## Properties
E_tot, hartree: -343.80486
M, u: 84.07
Structure (SMILES): C=O.O.O.O
HOMO energy, eV: -10.74
Max |F|, hartree/bohr: 0.066
Lowest unoccupied orbital energy, hartree: 0.00811



Record 5
The following is a quantum chemistry calculation of 2 unconnected molecules or ions with the total composition CH8OSi2, from OMol25.

Geometry as XYZ:
```
12
Properties=species:S:1:pos:R:3:forces:R:3
C 0.653 -1.151 0.131 0.5 -0.9 -0.1
O 0.460 0.236 0.287 -0.1 -0.4 1.3
Si 1.125 1.646 -0.217 -1.1 0.2 -0.3
Si -2.644 -0.629 -0.347 -0.2 -0.1 0.8
H 0.091 -1.458 -0.747 -0.5 -0.2 -0.1
H 0.386 -1.850 1.004 0.1 1.7 -0.9
H 1.677 -1.419 -0.159 0.1 0.3 0.3
H 1.715 1.318 -1.505 0.0 0.2 -0.7
H -0.105 2.613 -0.265 1.3 -0.7 0.0
H 2.285 2.225 0.496 -0.3 -0.1 0.5
H -3.613 -1.644 0.420 0.8 0.7 -0.2
H -2.031 0.114 0.901 -0.7 -0.6 -0.5
```
Forces are in eV/Å.

## Properties
E_tot, hartree: -696.99432
M, u: 92.25
HOMO energy, eV: -8.57
Max |F|, hartree/bohr: 0.037
Lowest unoccupied orbital energy, hartree: -0.03363



Record 6
The following is a quantum chemistry calculation of 2 unconnected molecules or ions with the total composition CH9N2, from OMol25.

Geometry as XYZ:
```
12
Properties=species:S:1:pos:R:3:forces:R:3
N 1.675 0.797 0.418 1.0 -1.0 1.2
H 2.055 1.305 -0.367 -0.3 0.5 0.0
H 2.510 0.446 0.927 -0.7 0.1 -0.5
H 0.470 -0.262 0.200 0.6 0.4 -1.2
H 1.206 1.382 1.098 0.2 0.7 -0.3
C -1.503 -0.070 -0.561 -2.5 -0.3 1.1
N -0.371 -0.871 -0.076 0.4 -1.8 2.3
H -1.851 0.516 0.430 0.8 -0.6 -3.0
H -1.187 0.421 -1.495 -0.2 0.6 0.9
H -2.405 -0.722 -0.868 1.6 0.8 0.7
H -0.065 -1.705 -0.596 -0.2 0.6 -0.3
H -0.533 -1.237 0.889 -0.6 0.0 -0.9
```
Forces are in eV/Å.

## Properties
Charge: +1
E_tot, hartree: -152.74999
M, u: 49.10
HOMO energy, eV: -15.76
Max |F|, hartree/bohr: 0.061
Lowest unoccupied orbital energy, hartree: -0.12879



Record 7
The following is a quantum chemistry calculation of 2 unconnected molecules or ions with the total composition CH9N2, from OMol25.

Geometry as XYZ:
```
12
Properties=species:S:1:pos:R:3:forces:R:3
N -1.735 -0.060 0.883 0.6 0.3 -0.1
H -2.430 -0.520 0.320 -0.6 0.0 0.0
H -1.641 -0.588 1.743 0.1 0.0 0.0
H -0.515 0.167 -0.266 0.6 0.1 0.0
H -2.023 0.890 1.119 -0.3 -0.4 0.0
C 1.555 -0.394 -0.265 -0.2 0.1 -0.4
N 0.423 0.471 -0.750 -0.3 -0.4 0.3
H 1.507 -1.307 -0.847 0.2 -0.1 0.0
H 1.447 -0.661 0.780 -0.1 0.3 0.1
H 2.477 0.142 -0.455 0.2 -0.2 0.1
H 0.545 1.449 -0.495 0.2 0.0 0.0
H 0.389 0.410 -1.768 -0.2 0.1 0.1
```
Forces are in eV/Å.

## Properties
Charge: +1
E_tot, hartree: -152.77132
M, u: 49.10
HOMO energy, eV: -15.72
Max |F|, hartree/bohr: 0.013
Lowest unoccupied orbital energy, hartree: -0.12660



Record 8
The following is a quantum chemistry calculation of 2 unconnected molecules or ions with the total composition CH9N2O, from OMol25.

Geometry as XYZ:
```
13
Properties=species:S:1:pos:R:3:forces:R:3
O -0.981 0.164 2.150 -0.4 1.1 -0.1
H -0.775 1.014 2.573 0.5 -0.2 0.1
H 0.406 1.000 0.459 0.4 0.0 0.6
H -1.921 0.147 2.412 0.1 -0.7 -0.3
N 1.142 0.450 -0.010 -0.9 -1.2 -1.9
C 0.419 -0.676 -0.754 -0.3 0.0 1.0
N -0.475 -0.120 -1.752 0.8 -0.6 -1.7
H 1.827 0.002 0.612 -0.1 0.4 0.4
H 1.630 0.987 -0.734 0.4 0.5 0.5
H -0.051 -1.327 -0.015 -0.4 0.3 -0.1
H 1.148 -1.280 -1.318 0.1 0.1 -0.1
H -0.004 0.291 -2.578 0.0 0.7 0.4
H -1.357 -0.507 -2.139 -0.2 -0.3 1.2
```
Forces are in eV/Å.

## Properties
Charge: +2
E_tot, hartree: -227.45594
<S²>: 0.75
M, u: 65.10
Multiplicity: 2
HOMO energy (alpha / beta), eV: -19.76 / -19.74
Max |F|, hartree/bohr: 0.047
Lowest unoccupied orbital energy (alpha / beta), hartree: -0.31274 / -0.53600